Entry 1:
ORCA calculation (wB97M-V/def2-TZVPD) on a structure of composition C25H24MoO7P2.

Output
HOMO (alpha / beta), eV: -0.003 / -0.256
Gap between HOMO and LUMO (alpha / beta), Ha: 0.1711 / 0.1803
Lowest unoccupied orbital energy (alpha / beta), hartree: 0.171 / 0.171
Spin multiplicity: 3
Net charge: -2

Last column: Löwdin spin population.
Atoms and positions in Å:
Mo (-0.27383, 0.93530, -1.51043)  1.738
O (-0.68125, 5.03542, -3.18599)  0.001
P (-1.09880, 3.46316, -3.40610)  0.005
O (-2.35908, 3.38750, -4.16763)  0.001
O (-0.96744, 2.87170, -2.01278)  0.035
O (0.12957, 2.93050, -4.29342)  0.003
P (1.60813, 2.52447, -3.68235)  0.009
O (1.99495, 3.87307, -2.87972)  0.002
O (2.51567, 2.25430, -4.80347)  0.001
O (1.39232, 1.43662, -2.63749)  0.062
H (-1.05051, 5.53073, -3.92654)  0.000
H (1.31962, 4.55911, -2.97543)  0.000
C (0.73439, 0.15588, 0.09986)  -0.013
C (1.26150, -0.39818, 1.06952)  0.077
C (1.85209, -1.03765, 2.18590)  0.022
C (1.28348, -2.29153, 2.61123)  0.007
C (0.01102, -2.71473, 2.13972)  0.009
C (-0.55667, -3.91818, 2.50630)  0.001
C (0.10083, -4.80291, 3.36136)  0.011
C (1.36666, -4.43650, 3.80738)  0.001
C (1.94412, -3.22980, 3.44731)  0.006
C (2.97855, -0.37648, 2.81218)  0.006
C (3.71386, 0.61248, 2.11248)  0.007
C (4.77329, 1.28772, 2.68538)  0.001
C (5.17096, 1.03549, 3.99917)  0.009
C (4.44520, 0.09526, 4.72074)  0.001
C (3.38115, -0.58802, 4.15252)  0.005
H (-0.51281, -2.06061, 1.45528)  0.002
H (-1.53561, -4.17695, 2.11382)  0.000
H (-0.34690, -5.74662, 3.64871)  0.001
H (1.92971, -5.11531, 4.44166)  0.000
H (2.95253, -3.02532, 3.77868)  0.000
H (3.41769, 0.83452, 1.09432)  0.001
H (5.30498, 2.02781, 2.09564)  0.000
H (6.00449, 1.56474, 4.44528)  0.001
H (4.70116, -0.10264, 5.75772)  0.000
H (2.81526, -1.26821, 4.77397)  0.000
C (-2.49050, -2.31006, -1.94696)  -0.004
C (-2.23808, -0.88505, -2.46091)  0.001
C (-2.92974, -0.71685, -3.81730)  -0.004
C (-0.76466, -0.54205, -2.57096)  -0.075
C (-2.71527, 0.16240, -1.44447)  0.000
C (-2.25357, 0.08349, -0.12582)  0.023
C (-2.57081, 1.07716, 0.80911)  0.003
C (-3.39322, 2.12499, 0.45472)  0.019
C (-3.89192, 2.19446, -0.84588)  0.002
C (-3.55329, 1.24035, -1.78166)  0.017
H (-2.14658, -3.02885, -2.69497)  0.000
H (-3.55674, -2.48211, -1.76248)  0.000
H (-1.93692, -2.50158, -1.02748)  0.000
H (-2.50007, -1.43696, -4.51775)  0.000
H (-2.75585, 0.27960, -4.22584)  0.000
H (-4.00875, -0.90085, -3.75521)  -0.001
H (-0.16551, -1.03052, -3.34210)  0.004
H (-1.65968, -0.75975, 0.18972)  0.002
H (-2.14873, 1.00462, 1.80310)  0.000
H (-3.63203, 2.90142, 1.17117)  0.001
H (-4.51038, 3.03208, -1.14509)  0.000
H (-3.89798, 1.36793, -2.79771)  0.001


Entry 2:
ORCA calculation (wB97M-V/def2-TZVPD) on a structure of composition C8H16CoF8N2O10S4 at a distorted geometry.

Output
HOMO (alpha / beta), eV: -14.045 / -13.878
Gap between HOMO and LUMO (alpha / beta), Ha: 0.3383 / 0.1512
Lowest unoccupied orbital energy (alpha / beta), hartree: -0.178 / -0.359
Spin multiplicity: 5
Net charge: +1

Last column: Löwdin spin population.
Atoms and positions in Å:
Co (0.53953, 0.09506, -0.08670)  2.825
N (2.06288, -1.06616, -0.27707)  0.069
S (2.54561, -2.53442, -0.48400)  0.005
O (2.98864, -3.32459, 0.67789)  0.017
O (3.03684, -2.88953, -1.80469)  0.018
F (1.07000, -3.13670, -0.59975)  0.003
S (3.66616, -0.46991, -0.47281)  0.004
O (4.20793, -0.42735, -1.80273)  0.006
O (4.48000, -0.60875, 0.75251)  0.010
F (3.13939, 1.04793, -0.48265)  0.007
C (-3.56393, 1.04605, 1.50657)  0.005
F (-4.79826, 0.38966, 1.53896)  0.004
F (-3.79975, 2.35053, 1.23603)  0.003
F (-2.77670, 0.86063, 2.62579)  0.002
S (-2.63249, 0.14458, -0.06220)  0.009
O (-3.48892, -0.75539, -0.75856)  0.008
O (-2.14239, 1.27335, -0.91857)  0.010
N (-1.14518, -0.61181, 0.67043)  0.398
S (-1.75547, -1.93322, 1.19150)  -0.019
O (-3.10001, -1.97114, 1.85547)  0.139
O (-1.46704, -2.94183, 0.19731)  0.382
C (-0.52770, -2.27275, 2.70529)  -0.001
F (-0.81440, -3.46201, 3.19905)  0.003
F (0.79176, -2.24708, 2.32502)  0.000
F (-0.77618, -1.34315, 3.68024)  -0.001
C (-0.17705, 2.91616, 2.66665)  0.001
C (1.10914, 2.39430, 1.91832)  0.002
C (1.67710, 1.12254, 2.50015)  0.009
O (0.70982, 2.10207, 0.58447)  0.030
H (0.20521, 3.70338, 3.31647)  0.000
H (-0.46018, 2.15490, 3.39357)  0.000
H (-0.99009, 3.21312, 2.00416)  0.000
H (1.90910, 3.13464, 1.92718)  0.001
H (2.67173, 0.96669, 2.08240)  0.000
H (1.03701, 0.29729, 2.18813)  0.004
H (1.77476, 1.18357, 3.58406)  0.001
H (0.39031, 2.97309, 0.33782)  0.002
C (-0.27475, -1.47629, -3.44331)  0.000
C (-0.01969, 0.03115, -3.54919)  0.004
C (-1.26750, 0.80231, -4.02934)  0.001
O (0.40660, 0.53553, -2.28159)  0.037
H (-0.51017, -1.91377, -4.41351)  0.000
H (-1.02214, -1.82909, -2.73264)  0.000
H (0.55910, -2.14029, -3.21548)  0.000
H (0.77314, 0.23689, -4.26835)  0.001
H (-2.15351, 0.49560, -3.47346)  0.000
H (-1.51732, 0.55513, -5.06113)  0.000
H (-1.18781, 1.88549, -3.93722)  0.000
H (0.61686, 1.44379, -2.51064)  0.001


Entry 3:
ORCA calculation (wB97M-V/def2-TZVPD) on the ion CH4O4P2 with charge -2 at a distorted geometry.

Output
HOMO, eV: 1.546
Gap between HOMO and LUMO, Ha: 0.1999
Lowest unoccupied orbital energy, hartree: 0.257
Structure (SMILES): [O-]P(O)CP([O-])O
Net charge: -2

Last column: natural (NBO) charge in e.
Atoms and positions in Å:
O (0.73120, 2.02787, -0.04182)  -1.249
P (0.71801, 0.90548, -1.01660)  1.271
O (2.13256, 0.05352, -0.40531)  -1.096
C (-0.59862, -0.42956, -0.56572)  -1.178
P (-2.33579, 0.41255, -0.47991)  1.246
O (-3.34267, -0.62802, -0.17502)  -1.251
O (-2.18565, 1.22109, 0.97834)  -1.052
H (2.28822, 0.07093, 0.51872)  0.446
H (-0.39868, -1.01041, 0.30514)  0.191
H (-0.70574, -1.09460, -1.41450)  0.195
H (-1.56449, 1.86381, 0.83717)  0.476


Entry 4:
ORCA calculation (wB97M-V/def2-TZVPD) on a structure of composition C37H54FN8O3PSW.

Output
HOMO (alpha / beta), eV: -11.397 / -11.397
Gap between HOMO and LUMO (alpha / beta), Ha: 0.2371 / 0.2371
Lowest unoccupied orbital energy (alpha / beta), hartree: -0.182 / -0.182
Net charge: +2

Last column: Mulliken charge in e.
Atoms and positions in Å:
W (-0.14504, -1.83201, -0.34703)  0.372
C (1.72021, -4.89621, 0.98152)  -1.729
C (1.41663, -3.73128, 0.11268)  1.169
N (1.68631, -2.49433, 0.45404)  0.626
N (2.17768, -2.26856, 1.74173)  -1.659
C (1.20689, -2.23563, 2.59273)  0.746
N (1.48959, -2.01815, 3.91450)  -0.501
S (-0.47322, -2.44710, 2.13607)  -0.430
C (0.60769, -3.78933, -1.13266)  1.604
C (0.35291, -5.16395, -1.66593)  -2.897
C (1.42048, -5.71384, -2.27264)  -0.176
C (2.65215, -4.94133, -2.40331)  -1.196
C (2.57485, -3.59585, -2.35285)  -0.805
N (1.28794, -3.07628, -2.19995)  0.869
H (1.24782, -4.78758, 1.95624)  0.354
H (2.80082, -4.91713, 1.14137)  0.306
H (1.40270, -5.82134, 0.51347)  0.516
H (2.44257, -2.21122, 4.18508)  0.276
H (0.78493, -2.30699, 4.57190)  0.238
H (-0.58304, -5.68623, -1.52113)  0.532
H (1.38576, -6.72606, -2.65542)  0.486
H (3.60316, -5.42871, -2.55974)  0.544
H (3.41002, -2.92024, -2.44763)  0.945
F (1.76983, 3.83454, 3.72832)  -0.352
C (0.62054, 3.16072, 3.52084)  0.175
C (0.57710, 2.17408, 2.59338)  -0.446
C (-0.64387, 1.53205, 2.32106)  0.918
C (-0.71512, 0.48517, 1.34338)  2.096
O (0.31650, -0.00312, 0.78789)  -1.117
C (-2.00639, -0.04358, 1.05369)  -0.948
C (-3.07850, 0.32998, 1.79597)  -0.466
N (-2.99169, 1.24486, 2.78849)  0.241
C (-4.18682, 1.58090, 3.54045)  -0.389
C (-5.07913, 0.46877, 3.99654)  -1.000
C (-4.24836, 1.21526, 4.99522)  -0.425
C (-1.79509, 1.89856, 3.03416)  -0.806
C (-1.71492, 2.91224, 4.00761)  -0.341
C (-0.51752, 3.55181, 4.26545)  -0.583
N (-0.41269, 4.59509, 5.18495)  0.209
C (0.75929, 4.71022, 6.05164)  -0.525
C (0.33996, 4.95820, 7.48779)  -1.082
N (-0.43582, 6.25731, 7.58607)  -0.024
C (-1.23711, 6.54796, 6.33126)  -1.117
C (-1.61570, 5.24585, 5.65624)  -0.782
C (-1.95726, -0.99048, -0.08028)  0.933
O (-2.21290, -2.27631, -0.16855)  -0.743
O (-1.40538, -0.48549, -1.18912)  -0.511
H (1.46347, 1.89373, 2.03994)  0.651
H (-4.05858, -0.09686, 1.63789)  0.803
H (-4.65058, 2.50585, 3.21969)  0.464
H (-4.77920, -0.54588, 3.77453)  0.372
H (-6.14361, 0.64700, 3.96396)  0.259
H (-3.39244, 0.69383, 5.40224)  0.237
H (-4.73837, 1.90381, 5.66946)  0.318
H (-2.59987, 3.17501, 4.56470)  0.690
H (1.43990, 5.49757, 5.71363)  0.306
H (1.33000, 3.78383, 6.04461)  0.575
H (1.20074, 5.03385, 8.14807)  0.439
H (-0.31621, 4.17063, 7.85201)  0.372
H (0.20341, 7.03291, 7.76517)  0.359
H (-1.05982, 6.21277, 8.39254)  0.357
H (-0.60246, 7.14269, 5.67786)  0.374
H (-2.10643, 7.13418, 6.61803)  0.452
H (-2.25687, 5.48602, 4.80675)  0.688
H (-2.21458, 4.62692, 6.34279)  0.418
C (3.45808, -0.26989, -4.04825)  -1.946
C (2.41565, -1.19280, -4.70432)  2.535
C (3.11162, -2.57843, -4.82078)  -2.067
C (2.14757, -0.79328, -6.17575)  -2.098
P (0.78192, -1.05899, -3.73628)  0.180
N (0.93168, -1.69136, -2.15059)  -0.241
C (0.38518, 0.80391, -3.54709)  2.904
C (0.88549, 1.73237, -4.67348)  -2.342
C (-1.13024, 1.12045, -3.49570)  -1.860
C (1.06684, 1.27843, -2.24872)  -2.368
C (-0.55669, -2.01979, -4.65234)  1.732
C (-0.02282, -3.33817, -5.23468)  -1.688
C (-1.69824, -2.38996, -3.69775)  -1.366
C (-1.12670, -1.19365, -5.81751)  -1.643
H (4.40316, -0.41360, -4.57505)  0.587
H (3.61744, -0.53976, -3.00223)  0.305
H (3.22077, 0.78692, -4.09223)  0.328
H (3.57020, -2.62034, -5.80931)  0.526
H (2.46812, -3.44083, -4.72108)  0.357
H (3.92271, -2.67917, -4.10926)  0.588
H (3.11821, -0.58531, -6.63015)  0.609
H (1.52577, 0.07400, -6.33225)  0.219
H (1.71155, -1.62768, -6.72301)  0.378
H (0.36955, 1.55538, -5.61508)  0.427
H (1.95608, 1.73371, -4.84294)  0.387
H (0.60849, 2.74003, -4.35654)  0.557
H (-1.49290, 1.39561, -4.48326)  0.505
H (-1.25544, 1.99338, -2.85199)  0.512
H (-1.75559, 0.34048, -3.09346)  0.187
H (2.13528, 1.07458, -2.23268)  0.105
H (0.62265, 0.84373, -1.36398)  0.728
H (0.93356, 2.36134, -2.19393)  0.623
H (0.41303, -3.98102, -4.47168)  0.231
H (0.68770, -3.18566, -6.04427)  0.279
H (-0.88139, -3.86469, -5.65688)  0.583
H (-1.36754, -3.07942, -2.92088)  0.199
H (-2.45662, -2.90858, -4.28828)  0.683
H (-2.17012, -1.53629, -3.22416)  0.052
H (-0.36073, -0.81143, -6.49042)  0.256
H (-1.74517, -0.36953, -5.47811)  0.297
H (-1.76534, -1.85780, -6.40302)  0.524


Number 1: total energy -61087.193 eV. Number 2: total energy -134702.431 eV. Number 3: total energy -27870.099 eV. Number 4: total energy -81959.769 eV.